6 unconnected molecules or ions with the total composition C2H15O5S. Source: the Open Molecules 2025 dataset; level of theory: the ωB97M-V functional and the def2-TZVPD basis.

Results
orbital gap: 0.26466 Eh
ΔE to the lowest compared entry with this formula, charge and spin: 23.1 kcal per mole
E_HOMO: -3.8 eV
calculated total energy: -23391.7321 eV
LUMO energy: 3.42 eV
spin multiplicity: 1
charge: -1

Atoms and positions in Å:
C (-0.74637, -2.76228, -0.00737)
C (-0.48892, -1.36555, 0.51400)
S (1.26674, -0.92257, 0.88037)
H (-0.44975, -3.58474, 0.74273)
H (-0.33635, -2.95794, -1.00646)
H (-1.78424, -2.65067, -0.10385)
H (-1.10973, -1.07409, 1.39952)
H (-0.84076, -0.66024, -0.30219)
H (1.98779, -0.16243, -1.96046)
H (1.54797, -1.42291, -1.37268)
O (1.40939, -0.90280, -2.24094)
H (1.11158, 2.70033, -0.46565)
H (1.62240, 1.34447, -0.23220)
O (1.78106, 2.12878, -0.81509)
H (-1.14253, 0.95543, -0.90667)
H (-0.49942, 0.35069, -2.20738)
O (-1.38908, 0.69981, -1.86580)
H (1.12211, 1.91465, 2.78367)
H (0.49362, 0.42171, 2.46941)
O (0.28410, 1.42558, 2.84874)
H (-1.96726, 2.16622, 0.15793)
H (-0.81047, 2.02627, 1.27482)
O (-1.06187, 2.33226, 0.41556)


6 unconnected molecules or ions with the total composition C2H15O5S. Source: the Open Molecules 2025 dataset; level of theory: the ωB97M-V functional and the def2-TZVPD basis.

Results
orbital gap (alpha / beta): 0.38827 / 0.25453 Eh
ΔE to the lowest compared entry with this formula, charge and spin: 24.7 kcal per mole
E_HOMO (alpha / beta): -10.4 / -10.1 eV
calculated total energy: -23387.9087 eV
LUMO energy (alpha / beta): 0.12 / -3.14 eV
spin multiplicity: 2

Atoms and positions in Å:
C (-1.25774, -1.10029, -2.86043)
C (-0.54159, -0.11047, -1.93814)
S (-1.64799, 0.47547, -0.62389)
H (-2.30392, -0.87418, -2.94430)
H (-1.22756, -2.12693, -2.37247)
H (-0.65916, -1.04253, -3.76995)
H (-0.22122, 0.88225, -2.48943)
H (0.32674, -0.54265, -1.46601)
H (-1.89285, -1.53071, 0.73610)
H (-0.73575, -2.05534, -0.02879)
O (-1.25409, -2.26541, 0.76376)
H (0.74195, 0.77374, 2.98808)
H (-0.54386, -0.16402, 2.71044)
O (-0.01025, 0.31767, 3.34156)
H (1.45736, -1.26920, 2.05955)
H (0.94855, -0.87709, 0.66766)
O (1.71961, -1.28304, 1.14274)
H (1.02368, 3.12069, -0.60009)
H (-0.39155, 2.76965, 0.23384)
O (0.42188, 3.25422, 0.11804)
H (2.30318, 0.67388, 0.90231)
H (1.56307, 1.84655, 1.68013)
O (2.18154, 1.12774, 1.74929)


6 unconnected molecules or ions with the total composition C2H15O6. Source: the Open Molecules 2025 dataset; level of theory: the ωB97M-V functional and the def2-TZVPD basis.

Results
orbital gap: 0.34361 Eh
ΔE to the lowest compared entry with this formula, charge and spin: 21.9 kcal per mole
E_HOMO: -5.7 eV
calculated total energy: -14603.8141 eV
LUMO energy: 3.67 eV
spin multiplicity: 1
charge: -1

Atoms and positions in Å:
C (-2.02934, 0.79165, 1.90291)
O (-1.75304, -0.25666, 1.05669)
C (-1.61023, 2.16643, 1.31564)
H (-1.49844, 0.66599, 2.85166)
H (-3.12548, 0.86851, 2.02286)
H (-2.22449, 3.04420, 1.46702)
H (-1.43853, 2.07217, 0.23167)
H (-0.56488, 2.34933, 1.61025)
H (-0.75301, -0.40032, 0.87845)
H (1.02616, 0.57691, 0.78436)
O (0.76869, -0.33355, 0.94685)
H (2.32036, -0.79040, 1.39005)
H (3.83889, -0.32689, 1.30072)
O (3.24371, -0.94346, 1.74000)
H (0.37757, -2.65879, -0.87036)
H (0.70309, -1.09823, -0.30073)
O (0.30257, -1.73020, -1.04214)
H (-0.49519, -1.10559, -2.98370)
H (-1.69807, -0.28323, -2.51450)
O (-1.30063, -0.65255, -3.28916)
H (1.47667, -0.33902, -3.28312)
H (2.05192, -1.02856, -2.19765)
O (2.38171, -0.58775, -3.01779)


10 unconnected molecules or ions with the total composition C2H16F6O14S2. Source: the Open Molecules 2025 dataset; level of theory: the ωB97M-V functional and the def2-TZVPD basis.

Results
orbital gap: 0.29171 Eh
ΔE to the lowest compared entry with this formula, charge and spin: 7.6 kcal per mole
E_HOMO: -3.9 eV
calculated total energy: -68978.5316 eV
LUMO energy: 4.05 eV
spin multiplicity: 1
charge: -2

Atoms and positions in Å:
C (-0.93206, 0.03503, -0.29514)
F (-0.60551, 1.03554, -1.11490)
F (-2.21779, 0.24853, 0.02809)
F (-0.64994, -1.09043, -0.90922)
S (0.13930, 0.21536, 1.23603)
O (-0.00750, 1.59411, 1.69456)
O (-0.29070, -0.76111, 2.22336)
O (1.46981, -0.03845, 0.68923)
C (-0.19341, -3.12647, -3.47322)
F (-0.29648, -4.07371, -2.52099)
F (-1.25181, -2.32080, -3.30202)
F (0.89928, -2.44427, -3.20315)
S (-0.24760, -4.00483, -5.16341)
O (0.81902, -4.98821, -5.01160)
O (-1.60798, -4.53784, -5.25180)
O (0.05026, -2.93019, -6.09689)
O (-3.74763, -0.91411, -2.27922)
H (-3.57109, -0.00759, -2.00779)
H (-2.98155, -1.16331, -2.81328)
O (2.58082, -0.27756, -1.88764)
H (2.26863, -0.62173, -1.03459)
H (2.84268, 0.62679, -1.69500)
O (1.05363, 4.13976, -0.08275)
H (0.33309, 4.77381, -0.16187)
H (0.99558, 3.81354, 0.82208)
O (-1.03382, -3.20256, 3.20138)
H (-0.30051, -3.70856, 2.84211)
H (-0.88152, -2.28720, 2.86911)
O (-1.72656, 1.27926, 4.42620)
H (-1.45697, 1.42135, 3.50672)
H (-2.30874, 2.02042, 4.61956)
O (1.43255, 3.39602, 3.50815)
H (2.35410, 3.24428, 3.27641)
H (0.98490, 2.56421, 3.27986)
O (-1.41710, 4.03206, 1.70387)
H (-0.98855, 4.54960, 2.39543)
H (-0.76126, 3.35843, 1.46414)
O (4.08753, -0.15979, 1.55258)
H (3.18320, -0.48169, 1.35773)
H (3.98170, 0.79231, 1.60789)